<w>
Density functional theory data (the ωB97M-V functional and the def2-TZVPD basis) for 5 unconnected molecules or ions with the total composition C5H9NO3.

The LUMO energy is -1.9489 eV. The HOMO energy is -8.46 eV.

ORCA input file:
```
! RIJCOSX wB97M-V def2-TZVPD def2/J DEFGRID3
* xyz 0 1
C 2.267 -0.010 0.493
C 1.349 1.112 -0.291
C -1.294 1.120 -0.304
C -2.460 0.571 0.031
C -2.398 -0.894 0.597
H 2.034 -1.782 1.274
H 3.482 0.773 0.988
H 1.663 -0.377 1.769
H 1.300 0.987 -1.394
H 1.741 2.230 0.082
H -1.242 1.878 -1.320
H -3.478 0.966 -0.566
H -3.294 -1.481 1.216
H 0.150 -2.094 -1.553
N -1.420 -1.613 0.033
O 2.350 -1.350 -0.412
O -0.121 0.860 0.286
O -0.627 -0.897 -0.929
*
```

<x>
Density functional theory data (the ωB97M-V functional and the def2-TZVPD basis) for a molecular structure, C5H9NO3.

The LUMO energy is -0.1820 eV. The HOMO energy is -9.84 eV.

ORCA input file:
```
! RIJCOSX wB97M-V def2-TZVPD def2/J DEFGRID3
* xyz 0 1
C -1.848 0.382 -0.129
C -1.057 -0.821 -0.251
C 0.054 -0.969 0.815
C 1.427 -1.051 0.142
C 2.327 0.095 -0.160
H -1.675 2.271 0.338
H -1.041 1.866 -1.181
H -2.415 0.567 0.919
H -2.701 0.495 -0.742
H -0.298 -1.766 1.160
H 0.133 -0.189 1.216
H 1.522 -1.644 -0.550
H 2.296 -1.668 0.803
H 0.424 1.103 -0.142
N -1.085 1.657 -0.192
O -1.066 -1.648 -1.158
O 1.641 1.286 -0.305
O 3.363 0.036 -0.584
*
```

Energy relative to the most stable one, in eV: <w> 12.435; <x> 0.000

<w>
Density functional theory data (the ωB97M-V functional and the def2-TZVPD basis) for a molecular structure, C5H9NO3.

The LUMO energy is 0.7631 eV. The HOMO energy is -8.58 eV.

ORCA input file:
```
! RIJCOSX wB97M-V def2-TZVPD def2/J DEFGRID3
* xyz 0 1
C 1.048 -1.910 0.180
C -0.382 -1.399 -0.004
C -1.135 0.136 1.629
C -0.620 1.326 1.110
C -0.004 1.610 -0.110
H 2.816 -0.966 -0.241
H 1.231 -2.813 -0.579
H 1.224 -2.186 1.520
H -0.428 -0.579 -0.701
H -1.004 -2.073 -0.691
H -1.476 0.301 2.633
H -1.024 2.149 1.688
H 0.850 2.368 -0.215
H -0.495 1.167 -3.017
N -0.439 1.144 -1.177
O 1.943 -0.653 0.002
O -1.293 -1.167 1.189
O 0.341 1.325 -2.315
*
```

<x>
Density functional theory data (the ωB97M-V functional and the def2-TZVPD basis) for a molecular structure, C5H9NO3.

The LUMO energy is 0.6889 eV. The HOMO energy is -9.32 eV.

ORCA input file:
```
! RIJCOSX wB97M-V def2-TZVPD def2/J DEFGRID3
* xyz 0 1
C 0.982 -1.671 -0.188
C -1.384 -0.423 0.690
C 0.209 0.783 1.776
C 0.307 -0.407 -0.365
C 0.025 -0.094 -1.828
N 0.867 0.616 0.484
O 2.355 -1.560 -0.111
O 0.585 -2.782 -0.102
O -1.151 0.659 1.441
H -2.305 -0.135 0.049
H -1.440 -1.502 1.243
H 0.462 -0.066 2.442
H 0.392 1.710 2.232
H -0.837 0.528 -1.849
H -0.112 -0.918 -2.508
H 0.880 0.562 -2.165
H 0.802 1.550 -0.143
H 2.655 -0.648 -0.305
*
```

Energy relative to the most stable one, in eV: <w> 4.122; <x> 0.000